# 1
{"formula": "C6H10O", "method": "ωB97M-V/def2-TZVPD", "e_above_lowest_ev": 0.796, "e_lumo_ev": 1.078, "max_force_ev_per_a": 0.55, "smiles": "O=CCCC1CC1", "homo_lumo_gap_ev": 10.96, "e_tot_ha": -309.81311, "symbols": ["O", "C", "C", "C", "C", "C", "C", "H", "H", "H", "H", "H", "H", "H", "H", "H", "H"], "coordinates": [[0.8472, -1.3621, 1.5721], [1.6404, -1.2152, 0.6708], [1.6873, -0.0241, -0.2599], [0.5972, 1.0155, 0.0031], [-0.7286, 0.7336, -0.6959], [-1.3372, -0.6434, -0.7552], [-1.9764, 0.4230, 0.0827], [2.4167, -1.9898, 0.4942], [2.6920, 0.4092, -0.1559], [1.6464, -0.3930, -1.2935], [0.9527, 2.0000, -0.3227], [0.4496, 1.0833, 1.0851], [-0.8825, 1.3281, -1.5952], [-1.8247, -0.9415, -1.6796], [-0.8395, -1.4521, -0.2324], [-2.9208, 0.8446, -0.2460], [-1.8776, 0.3246, 1.1611]]}

***

# 2
{"formula": "BH22O9", "method": "ωB97M-V/def2-TZVPD", "e_above_lowest_ev": 2.121, "total_charge": -1, "e_lumo_ev": 2.894, "max_force_ev_per_a": 4.06, "homo_lumo_gap_ev": 10.18, "e_tot_ha": -715.16412, "symbols": ["B", "H", "H", "H", "H", "O", "H", "H", "O", "H", "H", "O", "H", "H", "O", "H", "H", "O", "H", "H", "O", "H", "H", "O", "H", "H", "O", "H", "H", "O", "H", "H"], "coordinates": [[-0.1365, -0.1823, -0.1606], [-0.7067, 0.6379, -0.5687], [-0.6060, -0.4748, 0.7658], [-0.1873, -0.9167, -0.9495], [0.8639, 0.1986, -0.0256], [-2.0900, -2.1718, 0.2443], [-1.3248, -1.5967, 0.2488], [-2.1343, -2.5193, 1.1351], [-2.1694, -0.2044, -2.4384], [-2.7666, 0.3545, -1.9412], [-1.4244, -0.3403, -1.8529], [0.0546, 3.1964, 1.5025], [-0.2828, 2.8738, 0.6669], [-0.5960, 3.8353, 1.7935], [2.5929, 0.1681, 1.7035], [2.9102, -0.6208, 2.1431], [1.6420, 0.0619, 1.6767], [1.9859, -1.8484, -0.9683], [2.5657, -1.7096, -0.2195], [1.1609, -1.4357, -0.7128], [-2.3704, 0.9988, 1.3229], [-1.6163, 0.8439, 0.7541], [-2.7926, 0.1432, 1.4000], [1.0900, 1.7611, -1.9082], [0.6888, 1.2236, -1.2253], [1.7538, 2.2760, -1.4494], [-0.4178, 0.8720, 3.3015], [-1.2637, 0.4884, 3.0701], [-0.2410, 1.5023, 2.6031], [1.6076, -2.6153, -3.4521], [2.4738, -2.6019, -3.8593], [1.7363, -2.1978, -2.6004]]}

***

# 3
{"formula": "C22H30N4O2", "method": "ωB97M-V/def2-TZVPD", "e_above_lowest_ev": 0.000, "e_lumo_ev": 0.626, "max_force_ev_per_a": 0.68, "smiles": "C[C@H](O)CNc1nc2ccccc2n1CC(=O)N[C@]12C[C@H]3C[C@H](C[C@H](C3)C1)C2", "homo_lumo_gap_ev": 8.61, "e_tot_ha": -1225.92788, "symbols": ["C", "C", "O", "C", "N", "C", "N", "C", "C", "C", "C", "C", "C", "N", "C", "C", "O", "N", "C", "C", "C", "C", "C", "C", "C", "C", "C", "C", "H", "H", "H", "H", "H", "H", "H", "H", "H", "H", "H", "H", "H", "H", "H", "H", "H", "H", "H", "H", "H", "H", "H", "H", "H", "H", "H", "H", "H", "H"], "coordinates": [[-1.1730, 0.5037, -4.6800], [-0.8738, 0.9170, -3.2471], [-1.1828, -0.1772, -2.4033], [-1.6906, 2.1653, -2.8534], [-1.5968, 2.4682, -1.4408], [-0.3904, 2.8277, -0.9288], [0.6366, 3.2205, -1.6309], [1.6149, 3.5208, -0.7135], [2.9116, 3.9754, -0.9043], [3.6949, 4.1757, 0.2163], [3.2126, 3.9327, 1.4997], [1.9219, 3.4793, 1.7116], [1.1346, 3.2807, 0.5946], [-0.1670, 2.8375, 0.4330], [-1.0891, 2.4308, 1.4494], [-1.3642, 0.9138, 1.4899], [-2.3750, 0.4908, 2.0072], [-0.4172, 0.1636, 0.8904], [-0.3038, -1.2975, 1.0027], [-1.5830, -1.9854, 0.5194], [-1.4095, -3.5001, 0.6309], [-0.2363, -3.9441, -0.2409], [1.0398, -3.2578, 0.2430], [1.3095, -3.6403, 1.6976], [0.1320, -3.1979, 2.5652], [-1.1456, -3.8838, 2.0858], [-0.0371, -1.6833, 2.4619], [0.8717, -1.7419, 0.1319], [-0.9419, 1.3187, -5.3588], [-2.2229, 0.2391, -4.7748], [-0.5747, -0.3636, -4.9434], [0.1929, 1.1677, -3.1461], [-1.0035, 0.0798, -1.4897], [-1.3054, 3.0240, -3.4048], [-2.7450, 2.0139, -3.0902], [-2.1976, 1.9293, -0.8344], [3.2837, 4.1628, -1.8984], [4.7084, 4.5296, 0.0980], [3.8579, 4.1007, 2.3489], [1.5546, 3.2928, 2.7108], [-2.0496, 2.9463, 1.3372], [-0.6803, 2.7100, 2.4249], [0.4398, 0.6333, 0.6288], [-1.7822, -1.7165, -0.5194], [-2.4243, -1.6564, 1.1290], [-2.3265, -3.9881, 0.2849], [-0.4279, -3.6793, -1.2826], [-0.1180, -5.0281, -0.1841], [1.8846, -3.5703, -0.3805], [1.4430, -4.7210, 1.7770], [2.2294, -3.1639, 2.0450], [0.3247, -3.4670, 3.6095], [-1.0405, -4.9673, 2.1726], [-1.9875, -3.5759, 2.7089], [0.8660, -1.1780, 2.8162], [-0.8761, -1.3544, 3.0775], [0.6858, -1.4701, -0.9096], [1.7882, -1.2423, 0.4601]]}

***

# 4
{"formula": "C17H52N4O9", "method": "ωB97M-V/def2-TZVPD", "e_above_lowest_ev": 7.960, "e_lumo_ev": 0.167, "max_force_ev_per_a": 11.37, "smiles": "NC(N)=O.NC(N)=O.CC(C)O.CC(C)O.CC(C)O.CC(C)O.CO.CO.CO", "homo_lumo_gap_ev": 8.76, "e_tot_ha": -1574.81179, "symbols": ["N", "C", "N", "O", "H", "H", "H", "H", "N", "C", "N", "O", "H", "H", "H", "H", "C", "C", "C", "O", "H", "H", "H", "H", "H", "H", "H", "H", "C", "C", "C", "O", "H", "H", "H", "H", "H", "H", "H", "H", "C", "C", "C", "O", "H", "H", "H", "H", "H", "H", "H", "H", "C", "C", "C", "O", "H", "H", "H", "H", "H", "H", "H", "H", "C", "O", "H", "H", "H", "H", "C", "O", "H", "H", "H", "H", "C", "O", "H", "H", "H", "H"], "coordinates": [[1.3242, 5.4297, -0.0866], [1.2093, 4.3094, 0.6516], [1.3802, 3.1376, 0.0135], [1.1466, 4.3933, 2.0351], [1.0597, 6.3339, 0.3806], [1.1759, 5.4121, -1.1175], [1.4570, 3.0738, -0.9882], [1.5712, 2.1815, 0.4746], [-1.2545, -0.2297, -3.0451], [-2.4864, -0.1609, -2.7155], [-2.7121, 0.8703, -2.0653], [-3.4463, -1.0796, -3.0574], [-0.9468, -1.1992, -3.4052], [-0.5155, 0.5239, -2.9120], [-3.6760, 0.9597, -1.8204], [-2.0704, 1.3574, -1.3564], [3.3399, -2.8740, -1.5444], [3.4685, -1.9493, -0.2898], [4.6775, -2.3821, 0.4889], [3.7837, -0.7533, -0.5687], [3.2477, -3.9340, -1.3358], [4.1881, -2.6816, -2.2076], [2.3450, -2.6982, -2.0466], [2.4768, -2.0498, 0.2587], [4.5104, -3.3505, 0.8862], [4.9830, -1.6540, 1.3220], [5.6001, -2.4339, -0.1293], [4.6624, -0.7707, -1.0213], [0.0987, 0.9651, 2.0805], [0.7774, -0.0873, 1.2291], [-0.3255, -0.9045, 0.4668], [1.6245, 0.4267, 0.4898], [-0.9291, 0.8019, 2.3179], [-0.0189, 1.9656, 1.5422], [0.6555, 1.2796, 2.9068], [1.4068, -0.6636, 1.9053], [-1.0514, -1.3782, 1.1410], [0.0912, -1.7376, -0.1995], [-0.8917, -0.2316, -0.1080], [2.4335, -0.1147, 0.4292], [-3.1326, 3.8833, -0.9382], [-2.1807, 3.3895, 0.1739], [-2.7839, 3.0379, 1.5424], [-1.4205, 2.4923, -0.1702], [-3.8765, 4.6847, -0.7459], [-3.7378, 2.9719, -1.0623], [-2.6341, 4.0447, -1.8687], [-1.5870, 4.2485, 0.3402], [-2.8774, 1.9109, 1.5472], [-3.7363, 3.4261, 1.7522], [-2.1058, 3.1980, 2.4307], [-0.5025, 2.6684, 0.0774], [-3.2419, -2.1691, 0.1796], [-4.4737, -3.0865, -0.0080], [-4.8455, -3.8068, 1.3216], [-5.5165, -2.6094, -0.5534], [-3.1652, -1.4587, -0.6034], [-2.3674, -2.8070, 0.0953], [-3.3134, -1.5175, 1.0417], [-4.2321, -3.7854, -0.7114], [-3.9817, -3.9027, 2.0443], [-5.1273, -4.8209, 1.0643], [-5.6957, -3.3128, 1.8723], [-5.6671, -2.7983, -1.4557], [0.3818, -4.1490, 1.0276], [1.7212, -4.5512, 0.8159], [0.1216, -3.2293, 1.6159], [-0.1378, -4.9758, 1.5589], [-0.1443, -3.9833, 0.1112], [1.6716, -5.2791, 0.2370], [1.6791, -0.1220, -2.7053], [1.1558, 1.0678, -2.1889], [2.8033, -0.0212, -2.6756], [1.3884, -0.2632, -3.7143], [1.3905, -0.8542, -1.9481], [1.3462, 1.0321, -1.1783], [4.3655, 2.0829, 2.0455], [3.1699, 2.2767, 2.6814], [4.3366, 1.9527, 1.0159], [4.7519, 1.1811, 2.4043], [5.1526, 2.8375, 2.2542], [2.6784, 3.0135, 2.2776]]}